1.
DFT (ωB97M-V/def2-TZVPD) results for C6H18LiN4Se2Te2 as an isolated structure.

Calculated values
gap between HOMO and LUMO = 5.07 eV
HOMO energy = -2.870 eV
net charge = -1
calculated total energy = -157963.128 eV

Last column: natural (NBO) charge in e.
Geometry (Å):
N (2.150, 1.159, 0.741)  -0.84
N (-0.215, -0.605, -2.207)  -0.89
N (0.565, -1.522, 0.322)  -0.51
Se (-2.424, 1.750, -1.294)  -0.90
H (-1.835, -1.370, -1.147)  0.23
H (3.308, 0.242, -0.805)  0.15
Te (-4.875, -1.470, -0.425)  -0.01
N (-1.219, 0.048, 1.836)  -0.91
H (2.158, 2.118, 0.420)  0.37
Li (-0.776, 0.119, -0.122)  0.80
H (-1.267, -2.468, -2.398)  0.19
Se (-3.694, -2.875, 1.291)  -0.90
H (2.298, -1.845, -0.816)  0.19
H (-0.863, 0.017, -2.685)  0.41
H (0.768, 0.156, 2.468)  0.20
C (-0.058, -0.550, 2.505)  -0.24
C (0.299, -1.813, 1.736)  -0.23
H (-1.517, 0.884, 2.325)  0.38
H (2.592, -1.476, 0.888)  0.18
C (-0.062, -2.464, -0.614)  -0.23
H (1.585, 0.532, -1.144)  0.23
H (-1.992, -0.623, 1.930)  0.41
H (2.904, 1.044, 1.408)  0.35
C (-0.934, -1.745, -1.645)  -0.26
H (1.148, -2.321, 2.220)  0.17
Te (-4.280, 1.050, 0.269)  -0.02
H (-0.705, -3.160, -0.074)  0.24
H (-0.260, -0.821, 3.551)  0.17
H (0.475, -0.920, -2.881)  0.35
H (0.703, -3.049, -1.146)  0.16
C (1.970, -1.217, 0.020)  -0.21
H (-0.565, -2.474, 1.795)  0.23
C (2.294, 0.231, -0.376)  -0.24

2.
DFT (ωB97M-V/def2-TZVPD) results for C34H70F2INO13Si2 as an isolated structure.

Calculated values
gap between HOMO and LUMO = 6.74 eV
HOMO energy = -8.223 eV
calculated total energy = -93775.638 eV

Last column: Löwdin charge in e.
Geometry (Å):
O (-3.151, 2.933, -4.590)  0.06
H (5.104, -8.469, -2.671)  0.12
C (-1.095, -2.394, 3.136)  -0.16
H (8.240, -5.915, -2.793)  0.09
C (-9.839, 2.714, -2.936)  -0.19
H (-10.060, 3.599, -2.328)  0.13
C (5.991, -8.264, -3.281)  -0.19
H (-3.068, -1.304, 0.155)  0.05
F (-1.138, 5.333, -1.866)  0.00
H (7.019, -10.069, -2.612)  0.12
H (5.655, -7.801, -4.215)  0.13
H (9.837, -8.937, -4.353)  0.09
H (7.845, -6.813, -4.274)  0.08
O (0.223, 2.209, 7.778)  -0.20
H (-1.888, 5.836, 3.650)  0.08
Si (-0.699, -0.404, 0.154)  0.55
H (6.036, -5.095, -1.063)  0.07
H (-0.748, 3.652, 4.690)  0.07
H (4.462, 7.294, -4.862)  0.09
H (-2.692, 3.229, 1.329)  0.11
H (1.768, 1.803, 6.470)  0.08
H (2.952, 2.523, -5.486)  0.12
C (-2.047, -1.693, 0.634)  -0.41
C (-0.898, 1.562, 7.166)  -0.20
H (1.375, 0.468, 7.591)  0.08
O (-10.971, 1.842, -2.995)  -0.20
H (-7.746, 2.670, -2.449)  0.11
C (-1.039, 3.827, -1.801)  -0.23
H (0.578, 4.827, 4.819)  0.09
C (9.071, -9.353, -3.693)  -0.11
O (-8.760, 1.585, -1.050)  -0.21
H (-0.715, 2.426, 2.623)  0.12
H (-9.642, 3.052, -3.959)  0.12
H (-12.515, 1.151, -1.838)  0.09
H (-8.222, -0.408, -1.077)  0.07
C (5.826, -4.467, -0.074)  -0.11
F (-0.693, 2.651, -4.242)  -0.01
H (-2.529, 0.258, 7.674)  0.12
H (1.916, 3.920, -5.819)  0.12
H (-3.150, 5.297, 4.773)  0.09
H (-0.596, -3.362, 2.671)  0.08
H (3.176, 0.081, -0.360)  0.10
H (2.044, 5.777, -4.294)  0.09
C (-11.844, 2.014, -1.883)  -0.11
H (4.710, 5.717, -4.083)  0.08
C (-0.249, -0.193, 9.873)  -0.11
C (1.649, -3.463, -1.174)  -0.03
H (-1.573, 2.351, 6.821)  0.12
H (-1.612, 0.537, -2.670)  0.01
H (-8.354, 1.119, -3.046)  0.12
H (6.757, -3.733, 0.023)  0.09
H (9.366, -10.365, -3.406)  0.09
C (-2.864, 5.347, 3.720)  -0.11
O (0.087, 4.336, 2.890)  -0.19
H (2.994, -5.470, -0.980)  0.09
H (0.819, 0.135, -1.801)  0.10
C (-2.345, -1.797, 2.259)  -0.26
H (9.004, -8.722, -2.802)  0.08
H (-9.484, 0.044, 0.087)  0.09
C (1.702, -1.811, -1.002)  -0.19
C (0.209, 3.962, 4.260)  -0.11
H (-9.888, -0.083, -1.635)  0.09
H (0.175, 0.812, 9.957)  0.08
H (6.028, -10.264, -4.066)  0.12
C (3.106, -1.102, -0.500)  -0.03
H (6.692, -5.610, -3.622)  0.09
H (-11.299, 2.080, -0.936)  0.08
C (-8.597, 1.982, -2.416)  -0.21
N (-2.261, 3.048, -2.234)  -0.04
H (0.555, -0.922, 10.013)  0.09
H (5.698, -5.170, 0.856)  0.09
H (-0.301, -1.562, 3.426)  0.07
H (-0.245, 3.307, 1.161)  0.10
Si (-2.243, 1.343, -1.607)  0.16
C (3.027, -4.293, -0.839)  -0.04
C (2.868, 3.609, -5.372)  -0.19
H (-3.271, -2.523, 2.438)  0.12
H (-0.279, -1.346, -2.222)  0.09
O (3.959, 5.695, -6.042)  -0.20
C (4.054, 4.268, -6.084)  -0.19
H (-2.140, 4.907, 1.444)  0.13
H (-3.610, 5.934, 3.180)  0.09
H (-1.001, -0.340, 10.658)  0.09
C (1.982, 4.926, -3.610)  -0.11
C (-9.109, 0.210, -0.925)  -0.11
H (2.207, 1.917, 8.187)  0.09
H (4.033, 3.978, -7.140)  0.12
C (6.716, -9.587, -3.549)  -0.19
H (-1.996, 1.266, 9.028)  0.13
C (-0.713, 3.412, 2.146)  -0.19
C (-2.103, 2.892, -3.760)  -0.25
H (-12.442, 2.922, -2.025)  0.09
H (-1.557, -2.754, 4.177)  0.08
O (-1.494, 1.162, -0.028)  -0.41
C (4.452, -3.594, -0.361)  -0.19
H (-1.385, -3.130, -1.153)  0.05
H (-2.915, -3.641, -0.170)  0.09
O (0.135, 3.324, -1.413)  0.04
H (0.961, 4.538, -3.598)  0.05
C (-2.140, 3.936, 1.955)  -0.19
H (5.827, 6.267, -5.368)  0.09
H (5.007, 3.929, -5.662)  0.12
O (7.843, -9.398, -4.411)  -0.20
O (2.884, 3.885, -3.968)  -0.19
H (-2.655, -0.750, 2.714)  0.12
I (-4.665, 0.634, -1.611)  0.52
H (-0.582, 0.984, 6.290)  0.12
H (0.211, -0.283, 1.319)  0.02
H (-1.229, -3.935, 0.625)  0.07
C (7.427, -6.380, -3.360)  -0.12
C (4.784, 6.261, -5.029)  -0.11
C (-1.648, 0.680, 8.170)  -0.19
O (-2.835, 4.020, 3.204)  -0.19
H (5.476, -1.432, 0.182)  0.08
C (1.453, 1.554, 7.486)  -0.11
C (0.394, -0.888, -1.356)  -0.30
H (2.240, 5.270, -2.606)  0.10
O (-0.843, -0.422, 8.599)  -0.20
O (6.812, -7.363, -2.532)  -0.21
H (0.935, 3.145, 4.351)  0.08
H (0.645, -3.960, -1.545)  0.08
C (4.486, -1.949, -0.168)  -0.03
C (-1.814, -3.194, -0.066)  -0.13

3.
DFT (ωB97M-V/def2-TZVPD) results for C10H15AlClFTi as an isolated structure.

Calculated values
relative energy (zero: lowest compared OMol25 entry of this formula, charge and spin) = 28.21 kJ/mol
gap between HOMO and LUMO (alpha / beta) = 5.58 / 7.44 eV
HOMO energy (alpha / beta) = -2.814 / -4.678 eV
multiplicity = 2
net charge = -1
calculated total energy = -55566.500 eV

Last column: natural (NBO) charge in e.
Geometry (Å):
C (1.623, -0.102, -1.118)  -1.62
C (1.015, 3.204, -0.612)  -1.29
H (-0.299, -2.390, 0.060)  0.21
H (-1.458, -3.065, -1.145)  0.21
C (-2.536, 0.532, 2.400)  -0.29
H (2.195, -0.890, -0.588)  0.23
C (-0.352, 0.982, 1.427)  -0.56
H (1.195, 1.612, 2.806)  0.20
Cl (-1.522, -1.143, -3.670)  -0.53
H (0.312, 3.825, -0.037)  0.22
H (2.033, 3.593, -0.467)  0.22
Al (0.898, 1.322, -0.053)  1.73
C (0.152, 1.302, 2.701)  -0.20
H (-2.079, 0.361, 0.289)  0.22
Ti (0.202, -1.414, -2.294)  1.33
H (2.192, 0.101, -2.052)  0.23
H (1.748, -3.336, -3.060)  0.20
C (-0.409, -2.796, -0.956)  -1.17
F (-2.822, 0.798, 4.745)  -0.35
H (0.234, -3.683, -1.082)  0.20
H (2.482, -1.751, -3.518)  0.20
H (-3.575, 0.230, 2.298)  0.22
C (1.551, -2.337, -3.480)  -1.16
H (-0.288, 1.490, 4.818)  0.22
H (0.761, 3.296, -1.678)  0.23
C (-1.694, 0.599, 1.282)  -0.18
H (1.122, -2.437, -4.487)  0.22
C (-0.680, 1.243, 3.831)  -0.30
C (-2.002, 0.854, 3.643)  0.38

4.
DFT (ωB97M-V/def2-TZVPD) results for C3H4BaO3 as an isolated structure.

Calculated values
relative energy (zero: lowest compared OMol25 entry of this formula, charge and spin) = 169.22 kJ/mol
gap between HOMO and LUMO (alpha / beta) = 3.87 / 7.98 eV
HOMO energy (alpha / beta) = -8.434 / -12.697 eV
multiplicity = 2
net charge = +1
calculated total energy = -10002.565 eV

Last column: Löwdin charge in e.
Geometry (Å):
H (0.332, -1.582, 0.898)  0.13
H (-3.369, 0.698, -0.006)  0.12
O (1.961, 0.940, -0.107)  -0.42
Ba (0.384, 2.843, 0.009)  1.85
H (0.459, -1.503, -0.925)  0.14
C (-1.750, -0.231, -0.079)  -0.13
O (-0.469, 0.145, 0.020)  -0.27
O (-2.421, 0.867, 0.074)  0.03
H (2.586, -1.003, -0.063)  0.12
C (0.494, -0.940, 0.019)  -0.17
C (1.793, -0.235, 0.160)  -0.41

5.
DFT (ωB97M-V/def2-TZVPD) results for one molecule with the formula C12H9P.

Calculated values
relative energy (zero: lowest compared OMol25 entry of this formula, charge and spin) = 297.42 kJ/mol
gap between HOMO and LUMO (alpha / beta) = 6.46 / 6.27 eV
HOMO energy (alpha / beta) = -7.398 / -7.268 eV
SMILES = C1=CC2=PC3=C4CC=C[C@@]43[C@@H]2C=C1
calculated total energy = -21869.961 eV

Last column: natural (NBO) charge in e.
Geometry (Å):
H (-2.832, 1.402, -2.710)  0.21
C (1.920, -0.177, 0.741)  -0.21
H (-4.345, 1.173, -0.629)  0.22
H (-0.498, 1.471, 0.044)  0.26
C (-1.546, -0.210, 0.563)  -0.12
C (-3.314, 0.876, -0.653)  -0.16
C (2.766, 0.834, 0.946)  -0.15
H (1.834, -0.974, 1.377)  0.21
C (-2.871, 0.028, 0.376)  -0.26
C (-0.587, 0.481, -0.350)  -0.33
P (-0.074, 0.552, -3.260)  0.62
C (2.428, 2.083, 0.158)  -0.46
H (3.753, 0.773, 1.531)  0.21
C (1.203, 0.583, -1.785)  -0.20
H (1.882, 2.920, 0.786)  0.22
C (1.542, 1.443, -0.812)  -0.05
H (-3.517, -0.353, 1.104)  0.21
C (-1.138, 0.529, -1.814)  -0.28
C (-2.448, 0.963, -1.789)  -0.26
C (0.948, 0.266, -0.248)  -0.14
H (-1.233, -0.742, 1.508)  0.22
H (3.273, 2.499, -0.098)  0.22

6.
DFT (ωB97M-V/def2-TZVPD) results for one molecule with the formula C14H13N3O4S.

Calculated values
relative energy (zero: lowest compared OMol25 entry of this formula, charge and spin) = 201.22 kJ/mol
gap between HOMO and LUMO = 8.53 eV
HOMO energy = -7.990 eV
SMILES = COC(=O)CSc1nnc(-c2ccco2)n1Cc1ccco1
calculated total energy = -38222.750 eV

Last column: natural (NBO) charge in e.
Geometry (Å):
H (4.494, -3.597, 1.273)  0.21
C (-0.719, 0.491, 1.832)  0.25
H (0.378, 2.265, 1.368)  0.24
H (-3.530, 0.202, -3.009)  0.19
H (-3.494, -0.617, 0.795)  0.21
S (-0.115, 2.764, -1.208)  0.27
C (-2.465, -0.518, 2.765)  -0.31
C (1.824, -0.367, -0.132)  0.24
N (1.409, 0.651, -1.980)  -0.32
C (0.555, 1.186, 1.460)  -0.25
H (-0.691, 0.085, 3.976)  0.23
H (-2.520, -0.928, -2.051)  0.19
C (-1.186, 0.031, 3.028)  -0.30
C (2.335, -1.337, 0.798)  0.27
C (2.811, -2.746, 2.454)  -0.32
C (-1.350, 1.713, -3.460)  0.79
H (-3.128, -0.971, 3.472)  0.23
H (0.664, 2.408, -3.424)  0.29
C (-2.673, -0.353, 1.432)  0.10
C (-2.532, -0.219, -2.876)  -0.26
O (3.390, -2.083, 0.413)  -0.37
N (2.030, -0.392, -1.425)  -0.25
H (-2.223, -0.704, -3.804)  0.20
C (0.822, 1.315, -1.021)  0.19
C (1.936, -1.711, 2.060)  -0.31
C (-0.301, 2.708, -3.008)  -0.63
O (-1.864, 1.747, -4.545)  -0.59
H (1.310, 1.014, 2.232)  0.24
H (-0.562, 3.708, -3.352)  0.26
H (2.796, -3.280, 3.382)  0.23
C (3.671, -2.925, 1.413)  0.11
O (-1.623, 0.257, 0.860)  -0.39
H (1.108, -1.330, 2.621)  0.23
O (-1.611, 0.803, -2.528)  -0.50
N (1.053, 0.729, 0.190)  -0.36